139
Properties=species:S:1:pos:R:3 method="wB97M-V/def2-TZVPD" charge=-1 orbital_gap_ev=7.413 molar_mass_g_mol=2463.28
O 3.712 -1.561 -1.099
S 3.016 -0.696 -0.053
O 1.581 -1.139 0.203
O 3.822 -0.933 1.380
C 3.005 1.103 -0.526
C 2.955 1.327 -2.130
C 1.412 1.252 -2.608
C 1.072 -0.082 -3.466
C 0.151 -1.144 -2.658
C -0.919 -1.777 -3.686
C -1.960 -2.806 -2.992
C -3.407 -2.171 -2.683
C -3.658 -1.779 -1.143
C -3.596 -0.210 -0.810
C -4.407 0.738 -1.818
C -3.450 1.426 -2.904
N -2.625 2.544 -2.379
C -2.737 3.942 -2.827
C -1.737 4.855 -2.064
C -0.965 3.949 -1.046
C -1.593 2.582 -1.376
H 3.960 1.596 -0.130
H 2.116 1.592 0.012
H 3.596 0.497 -2.609
H 3.453 2.321 -2.423
H 0.789 1.193 -1.643
H 1.159 2.189 -3.209
H 2.069 -0.568 -3.732
H 0.514 0.223 -4.429
H -0.350 -0.714 -1.728
H 0.866 -1.973 -2.307
H -1.448 -0.967 -4.314
H -0.292 -2.392 -4.443
H -2.138 -3.632 -3.785
H -1.521 -3.348 -2.082
H -4.179 -2.997 -2.933
H -3.592 -1.333 -3.434
H -2.821 -2.286 -0.524
H -4.634 -2.277 -0.774
H -2.503 0.085 -0.666
H -4.096 -0.080 0.228
H -4.982 1.567 -1.272
H -5.202 0.137 -2.406
H -2.784 0.683 -3.463
H -4.142 1.890 -3.708
H -3.442 4.331 -3.643
H -1.548 5.970 -2.164
H -0.154 4.214 -0.267
H -1.185 1.699 -0.790
C -2.140 8.610 -0.076
Cl -3.726 9.128 0.515
Cl -1.747 6.994 0.530
Cl -2.094 8.645 -1.845
H -1.391 9.305 0.299
C -2.779 7.010 -5.762
Cl -4.401 7.716 -5.841
Cl -1.554 8.280 -5.614
Cl -2.661 5.871 -4.412
H -2.598 6.465 -6.687
C -6.831 3.889 0.799
Cl -7.790 5.167 0.039
Cl -7.797 2.418 0.993
Cl -5.376 3.555 -0.148
H -6.526 4.230 1.785
C 4.584 -4.283 0.974
Cl 5.704 -3.209 1.811
Cl 5.419 -5.170 -0.318
Cl 3.834 -5.413 2.113
H 3.799 -3.676 0.523
C 0.175 11.519 2.439
Cl -0.666 10.410 3.530
Cl 0.358 10.793 0.836
Cl -0.690 13.059 2.329
H 1.167 11.712 2.843
C -6.285 5.493 -8.807
Cl -4.985 4.761 -7.855
Cl -7.214 4.246 -9.650
Cl -7.343 6.464 -7.773
H -5.838 6.149 -9.551
C 2.824 -0.427 3.941
Cl 1.230 0.290 3.662
Cl 4.055 0.836 4.090
Cl 2.802 -1.450 5.387
H 3.076 -1.050 3.081
C -8.638 3.093 4.959
Cl -7.862 4.239 3.856
Cl -7.454 1.941 5.592
Cl -9.441 3.950 6.284
H -9.391 2.540 4.403
C 9.541 -5.160 2.285
Cl 9.889 -3.497 2.779
Cl 8.076 -5.210 1.298
Cl 10.922 -5.847 1.415
H 9.366 -5.758 3.177
C -12.093 4.221 3.512
Cl -11.719 5.849 4.094
Cl -13.576 4.232 2.546
Cl -10.742 3.571 2.570
H -12.251 3.576 4.374
C 5.226 -9.576 2.389
Cl 6.031 -9.229 3.926
Cl 3.508 -9.922 2.651
Cl 5.425 -8.231 1.260
H 5.689 -10.459 1.951
C 1.759 5.406 2.543
Cl 0.664 4.996 1.212
Cl 1.729 7.148 2.858
Cl 1.331 4.502 4.001
H 2.770 5.128 2.252
C -2.172 0.689 5.834
Cl -3.742 0.329 6.567
Cl -2.334 0.895 4.085
Cl -1.460 2.133 6.568
H -1.506 -0.152 6.019
C 2.820 -10.880 -0.827
Cl 1.855 -9.617 -1.603
Cl 1.875 -12.366 -0.652
Cl 4.301 -11.187 -1.747
H 3.103 -10.532 0.164
C 7.245 -2.675 5.466
Cl 6.269 -1.553 4.507
Cl 6.537 -2.928 7.068
Cl 7.416 -4.214 4.611
H 8.235 -2.240 5.593
C 6.828 -5.371 -3.733
Cl 8.277 -4.703 -2.969
Cl 6.758 -4.916 -5.441
Cl 6.789 -7.133 -3.556
H 5.955 -4.957 -3.231
C 2.703 -8.675 -5.203
Cl 4.161 -8.011 -4.450
Cl 2.624 -8.225 -6.913
Cl 2.654 -10.434 -5.018
H 1.836 -8.254 -4.697
C 5.972 -6.375 9.313
Cl 6.368 -6.187 7.601
Cl 6.529 -7.945 9.913
Cl 6.680 -5.061 10.264
H 4.890 -6.332 9.421

99
Properties=species:S:1:pos:R:3 method="wB97M-V/def2-TZVPD" charge=-2 orbital_gap_ev="2.352 / 2.358" molar_mass_g_mol=926.84 relative_energy_kj_mol=105.9
Cs 0.641 1.157 -0.064
N -1.748 5.045 2.327
C -1.015 4.121 1.374
C -1.091 4.626 -0.048
P 0.648 3.828 2.163
O 1.656 4.770 1.304
O 0.462 4.420 3.525
O 1.071 2.401 1.999
P -2.003 2.533 1.576
O -1.437 2.006 2.991
O -3.391 3.046 1.822
O -1.683 1.582 0.479
H -1.150 4.997 3.201
H -2.693 4.585 2.441
H -1.817 5.998 1.989
H -0.616 5.603 -0.163
H -2.139 4.682 -0.351
H -0.595 3.922 -0.712
H 2.254 4.209 0.782
H -0.484 1.873 2.778
N 0.932 -0.037 5.044
C 0.267 -0.966 4.134
C 0.651 -0.775 2.658
C -0.045 -1.759 1.761
O 0.524 -2.653 1.191
O -1.368 -1.557 1.700
H 0.667 0.916 4.816
H 1.936 -0.091 4.915
H -0.808 -0.838 4.246
H 0.521 -1.984 4.444
H 1.727 -0.900 2.531
H 0.370 0.230 2.355
S -0.184 0.297 -7.824
C -1.886 0.288 -8.187
C -2.624 0.427 -7.046
C -1.853 0.536 -5.874
C -0.473 0.487 -6.094
C 0.610 0.566 -5.183
C 0.406 0.805 -3.803
N 1.327 0.887 -2.880
C 2.652 0.695 -3.249
C 2.984 0.476 -4.632
C 4.369 0.301 -4.976
C 5.336 0.302 -4.035
C 5.028 0.486 -2.643
C 5.996 0.448 -1.663
C 5.646 0.617 -0.287
C 4.273 0.862 -0.050
N 3.325 0.921 -0.946
C 3.654 0.705 -2.277
C 6.588 0.564 0.772
C 6.401 0.626 2.156
C 7.594 0.553 2.899
C 8.719 0.424 2.134
S 8.312 0.405 0.443
C 1.978 0.424 -5.572
H -2.213 0.179 -9.209
H -3.708 0.441 -7.049
H -2.281 0.636 -4.886
H -0.616 0.952 -3.447
H 4.613 0.152 -6.024
H 6.376 0.155 -4.309
H 7.035 0.278 -1.929
H 3.948 1.042 0.978
H 5.422 0.709 2.607
H 7.626 0.585 3.981
H 9.751 0.343 2.435
H 2.219 0.260 -6.617
C -2.858 -1.282 -0.818
Si -2.697 -2.127 0.851
C -4.119 -1.535 2.021
C -4.717 -0.241 1.445
C -5.257 -2.555 2.160
C -3.584 -1.216 3.424
C -2.588 -4.027 0.545
C -2.145 -4.746 1.828
C -1.561 -4.321 -0.563
C -3.925 -4.609 0.069
H -3.831 -1.503 -1.266
H -2.088 -1.596 -1.526
H -2.781 -0.201 -0.693
H -5.188 -0.412 0.474
H -3.958 0.531 1.325
H -5.481 0.152 2.125
H -5.705 -2.783 1.191
H -6.044 -2.144 2.802
H -4.909 -3.486 2.615
H -2.900 -0.369 3.385
H -3.065 -2.069 3.870
H -4.419 -0.944 4.080
H -1.152 -4.406 2.127
H -2.090 -5.827 1.654
H -2.837 -4.573 2.658
H -0.579 -3.932 -0.308
H -1.871 -3.895 -1.519
H -1.474 -5.406 -0.694
H -4.706 -4.531 0.824
H -3.797 -5.670 -0.168
H -4.268 -4.104 -0.839

101
Properties=species:S:1:pos:R:3 method="wB97M-V/def2-TZVPD" charge=+2 orbital_gap_ev=7.971 molar_mass_g_mol=878.17 relative_energy_kj_mol=0.0
Zr 0.788 -0.461 0.107
C -0.118 2.684 4.736
N 0.039 2.703 3.284
C -0.456 3.899 2.627
C 0.528 1.629 2.625
N 0.062 1.164 1.463
C -1.252 1.460 1.007
C -2.345 1.765 1.818
C -3.572 2.066 1.253
C -3.750 2.013 -0.125
C -2.698 1.619 -0.934
C -1.453 1.352 -0.375
N -0.358 0.895 -1.180
C 0.012 1.641 -2.230
N -0.146 2.976 -2.263
C -0.071 3.775 -1.050
C -0.557 3.688 -3.468
N 0.585 1.053 -3.296
C 1.557 1.739 -4.134
C 0.355 -0.341 -3.624
N 1.577 1.001 3.186
C 2.555 1.688 4.025
C 1.944 -0.314 2.730
H -1.148 2.958 4.972
H 0.547 3.395 5.228
H 0.062 1.683 5.118
H -1.532 4.018 2.764
H -0.241 3.863 1.565
H 0.048 4.766 3.058
H -2.233 1.750 2.892
H -4.405 2.316 1.896
H -4.713 2.241 -0.561
H -2.832 1.515 -2.004
H 0.490 3.223 -0.299
H -1.062 4.030 -0.669
H 0.468 4.694 -1.281
H -0.821 2.983 -4.251
H 0.226 4.357 -3.830
H -1.440 4.284 -3.233
H 1.147 1.994 -5.112
H 2.408 1.071 -4.282
H 1.903 2.643 -3.641
H -0.528 -0.702 -3.107
H 1.220 -0.953 -3.348
H 0.204 -0.434 -4.700
H 2.404 2.762 3.971
H 3.554 1.463 3.652
H 2.488 1.365 5.064
H 1.044 -0.924 2.634
H 2.557 -0.820 3.474
H 2.572 -0.265 1.824
C -7.529 -1.995 2.116
C -6.032 -1.929 2.216
C -5.274 -1.267 1.255
C -3.892 -1.214 1.343
C -3.260 -1.839 2.407
C -3.991 -2.518 3.376
C -5.369 -2.551 3.276
S -1.513 -1.795 2.590
O -1.083 -3.077 3.070
O -1.121 -0.631 3.344
N -0.936 -1.551 1.070
C -1.025 -2.559 0.131
C -1.780 -3.735 0.170
C -1.712 -4.583 -0.910
C -0.892 -4.279 -2.002
C -0.158 -3.126 -1.957
N -0.224 -2.270 -0.919
H -7.903 -1.372 1.307
H -7.994 -1.668 3.046
H -7.856 -3.020 1.933
H -5.773 -0.786 0.422
H -3.313 -0.699 0.588
H -3.482 -3.019 4.189
H -5.944 -3.075 4.030
H -2.386 -3.970 1.031
H -2.292 -5.497 -0.908
H -0.820 -4.939 -2.853
H 0.521 -2.868 -2.756
F 3.879 -1.276 0.363
C 2.782 -1.870 -0.264
F 2.246 0.849 -0.373
C 2.528 -3.173 0.512
F 3.596 -3.668 1.112
F 1.610 -2.885 1.480
F 1.988 -4.126 -0.259
C 5.755 -2.524 -3.948
N 5.281 -1.284 -3.356
C 5.904 0.005 -3.691
C 5.273 0.965 -2.668
N 4.192 0.150 -2.103
C 4.322 -1.113 -2.461
S 3.380 -2.462 -1.911
H 6.765 -2.739 -3.601
H 5.762 -2.426 -5.033
H 5.103 -3.348 -3.675
H 5.672 0.269 -4.724
H 6.985 -0.069 -3.587
H 4.874 1.865 -3.132
H 5.973 1.255 -1.885
H 3.545 0.467 -1.378

96
Properties=species:S:1:pos:R:3 method="wB97M-V/def2-TZVPD" charge=-1 orbital_gap_ev=7.986 molar_mass_g_mol=858.01 relative_energy_kj_mol=0.0
Ba 0.331 1.977 1.285
C -0.543 -0.999 -5.412
C -0.997 -0.788 -3.964
C -1.581 -2.083 -3.395
C -2.448 -1.990 -2.128
C -3.601 -1.007 -2.318
C -2.986 -3.392 -1.848
N -1.614 -1.518 -0.977
C -2.232 -1.583 0.384
C -1.751 -2.786 1.185
N -0.401 -2.604 1.684
C -0.353 -1.732 2.847
C 0.655 -0.585 2.728
O 0.710 0.257 3.640
O 1.249 -0.440 1.612
C 0.424 -3.810 1.685
C 1.597 -3.711 2.658
C 0.866 -4.217 0.264
C 1.811 -3.346 -0.599
C 3.220 -3.220 0.008
C 1.942 -4.080 -1.937
N 1.182 -2.036 -0.814
C 1.908 -1.084 -1.663
C 1.313 -0.948 -3.066
N 0.040 -0.248 -3.096
C 0.133 1.198 -3.049
C -0.402 1.807 -1.744
O -0.208 3.000 -1.493
O -0.982 1.003 -0.940
H -1.385 -1.243 -6.065
H 0.182 -1.813 -5.489
H -0.069 -0.092 -5.796
H -1.795 -0.042 -3.975
H -0.772 -2.800 -3.215
H -2.220 -2.538 -4.159
H -4.108 -1.212 -3.264
H -3.243 0.025 -2.329
H -4.340 -1.092 -1.522
H -3.602 -3.720 -2.687
H -3.606 -3.419 -0.951
H -2.167 -4.107 -1.732
H -0.678 -1.984 -0.979
H -1.328 -0.504 -1.149
H -3.314 -1.590 0.281
H -1.998 -0.653 0.897
H -1.783 -3.676 0.555
H -2.470 -2.958 2.000
H -0.201 -2.261 3.793
H -1.320 -1.229 2.951
H -0.187 -4.664 2.036
H 2.143 -2.776 2.546
H 2.292 -4.533 2.480
H 1.261 -3.786 3.692
H -0.033 -4.385 -0.341
H 1.334 -5.203 0.360
H 3.549 -4.166 0.443
H 3.248 -2.452 0.780
H 3.950 -2.946 -0.757
H 2.368 -5.075 -1.783
H 2.605 -3.541 -2.619
H 0.967 -4.195 -2.419
H 1.066 -1.601 0.108
H 2.964 -1.355 -1.769
H 1.915 -0.108 -1.167
H 1.172 -1.952 -3.469
H 2.052 -0.454 -3.717
H -0.426 1.657 -3.871
H 1.165 1.540 -3.169
Br -4.261 6.347 3.494
C -4.629 4.499 3.749
C -5.729 4.127 4.501
C -5.992 2.773 4.669
C -5.170 1.821 4.088
C -4.061 2.208 3.343
C -3.790 3.558 3.175
C -3.171 1.145 2.697
O -3.613 -0.015 2.666
O -2.060 1.556 2.252
H -6.369 4.879 4.944
H -6.849 2.466 5.257
H -5.362 0.761 4.188
H -2.930 3.864 2.595
O 2.185 3.868 1.625
C 2.959 3.411 0.743
O 2.753 2.405 0.025
C 4.264 4.170 0.525
C 4.640 5.185 1.396
C 5.824 5.881 1.192
C 6.634 5.573 0.107
C 6.260 4.561 -0.769
C 5.082 3.860 -0.556
H 3.985 5.419 2.225
H 6.115 6.669 1.877
H 7.555 6.120 -0.056
H 6.889 4.321 -1.619
H 4.766 3.060 -1.214

The evaluated E_tot for the records listed, in turn: -730676.6927, -107044.1705, -91547.4959, -129123.1939 eV.